252
Properties=species:S:1:pos:R:3:lowdin_charge:R:1 method="wB97M-V/def2-TZVPD" de_lowest_ev=0.1740 homo_energy_ha=-0.334 orbital_gap_ev=9.070 molar_mass_g_mol=1281.96
C 7.02 -1.39 0.74 -0.05
C 7.58 0.01 1.19 -0.43
C 7.09 1.23 0.40 -0.07
O 7.34 0.14 2.61 -0.06
H 7.36 -2.20 1.38 0.07
H 7.36 -1.61 -0.27 0.08
H 5.93 -1.41 0.78 0.06
H 8.64 -0.02 0.96 0.12
H 7.47 2.17 0.80 0.08
H 6.00 1.27 0.41 0.06
H 7.38 1.14 -0.65 0.08
H 8.06 0.65 2.98 0.09
C 6.35 4.29 -1.08 -0.03
C 4.86 4.05 -1.44 -0.46
C 4.77 3.50 -2.82 -0.07
O 4.35 3.13 -0.50 -0.07
H 6.98 3.41 -1.22 0.06
H 6.38 4.52 -0.02 0.08
H 6.80 5.07 -1.69 0.08
H 4.23 4.95 -1.39 0.13
H 5.37 4.01 -3.57 0.09
H 3.73 3.46 -3.15 0.06
H 5.13 2.47 -2.84 0.08
H 3.44 2.98 -0.73 0.07
C 4.40 2.83 4.41 -0.04
C 4.57 2.20 3.01 -0.45
C 3.58 1.18 2.57 -0.05
O 4.42 3.38 2.21 -0.08
H 5.22 3.48 4.71 0.08
H 4.24 2.22 5.30 0.05
H 3.54 3.47 4.57 0.06
H 5.55 1.79 2.78 0.10
H 3.33 1.20 1.51 0.07
H 2.69 1.32 3.19 0.07
H 3.95 0.16 2.65 0.07
H 4.47 3.22 1.26 0.02
C 3.79 -3.23 2.33 -0.04
C 2.91 -2.75 3.50 -0.48
C 1.57 -3.48 3.55 -0.06
O 3.56 -3.02 4.75 -0.05
H 3.98 -4.30 2.44 0.08
H 4.78 -2.79 2.35 0.06
H 3.30 -3.00 1.38 0.07
H 2.71 -1.68 3.42 0.10
H 1.03 -3.56 2.60 0.05
H 0.94 -3.13 4.36 0.07
H 1.80 -4.53 3.69 0.08
H 4.37 -2.50 4.74 0.09
C 1.00 4.67 -1.89 -0.04
C 0.42 3.24 -2.02 -0.44
C 0.31 2.70 -3.43 -0.03
O 1.46 2.47 -1.40 -0.08
H 0.52 5.41 -2.53 0.07
H 2.02 4.80 -2.26 0.06
H 1.03 4.95 -0.84 0.07
H -0.56 3.21 -1.55 0.12
H 1.26 2.85 -3.94 0.07
H -0.50 3.15 -3.99 0.07
H 0.02 1.65 -3.39 0.07
H 1.13 1.57 -1.36 0.02
C 1.69 -1.50 -5.18 -0.05
C 0.93 -2.43 -4.30 -0.48
C 1.76 -3.26 -3.30 -0.02
O -0.09 -1.73 -3.60 -0.06
H 1.05 -0.89 -5.81 0.07
H 2.41 -2.05 -5.79 0.10
H 2.15 -0.76 -4.52 0.07
H 0.44 -3.04 -5.06 0.13
H 2.22 -2.54 -2.62 0.06
H 2.58 -3.84 -3.72 0.08
H 1.19 -3.99 -2.72 0.07
H -0.71 -1.36 -4.23 0.05
C -3.53 2.90 -5.29 -0.04
C -4.30 2.87 -3.99 -0.54
C -3.41 2.82 -2.77 -0.05
O -5.08 4.00 -3.86 -0.02
H -4.22 2.96 -6.14 0.08
H -2.81 2.09 -5.38 0.06
H -2.93 3.81 -5.35 0.08
H -4.95 1.99 -4.00 0.12
H -3.97 2.77 -1.84 0.07
H -2.83 3.73 -2.68 0.07
H -2.67 2.02 -2.84 0.06
H -5.68 3.90 -3.12 0.10
C 0.87 -0.88 0.78 -0.04
C -0.26 -0.49 -0.11 -0.44
C -1.24 0.53 0.51 -0.02
O 0.29 0.10 -1.29 -0.07
H 1.48 -1.69 0.36 0.07
H 0.44 -1.34 1.67 0.08
H 1.46 -0.01 1.06 0.07
H -0.81 -1.41 -0.29 0.13
H -2.23 0.46 0.05 0.06
H -0.88 1.55 0.57 0.08
H -1.47 0.27 1.54 0.07
H 0.38 -0.56 -1.98 0.06
C -4.72 -6.53 -0.33 -0.04
C -3.35 -5.88 -0.62 -0.49
C -3.36 -4.93 -1.84 -0.03
O -3.05 -5.15 0.50 -0.08
H -4.87 -7.30 -1.09 0.08
H -5.55 -5.84 -0.43 0.09
H -4.69 -7.04 0.63 0.07
H -2.62 -6.67 -0.83 0.13
H -2.52 -4.23 -1.84 0.07
H -4.24 -4.30 -1.76 0.08
H -3.36 -5.59 -2.71 0.08
H -2.97 -5.78 1.22 0.03
C -1.88 6.78 -1.26 -0.07
C -3.33 6.85 -0.83 -0.49
C -3.45 7.52 0.53 -0.05
O -3.90 7.68 -1.84 -0.05
H -1.86 6.27 -2.22 0.07
H -1.25 6.19 -0.59 0.07
H -1.55 7.80 -1.43 0.09
H -3.81 5.87 -0.81 0.13
H -2.79 7.14 1.30 0.06
H -4.46 7.48 0.93 0.08
H -3.16 8.57 0.43 0.08
H -3.92 7.15 -2.64 0.08
C -2.02 -5.12 3.55 -0.03
C -2.24 -6.62 3.63 -0.44
C -3.47 -7.03 4.50 -0.05
O -2.63 -7.05 2.34 -0.08
H -1.58 -4.78 4.49 0.09
H -2.95 -4.58 3.36 0.08
H -1.30 -4.93 2.76 0.07
H -1.39 -7.17 4.05 0.14
H -3.59 -8.12 4.48 0.07
H -4.41 -6.76 4.04 0.08
H -3.52 -6.70 5.53 0.08
H -2.71 -8.01 2.37 0.11
C 5.91 -5.02 -0.01 -0.04
C 5.30 -4.59 -1.37 -0.44
C 5.06 -5.86 -2.23 -0.04
O 4.09 -3.89 -1.14 -0.10
H 6.05 -4.18 0.66 0.05
H 6.80 -5.64 -0.16 0.08
H 5.24 -5.73 0.48 0.06
H 5.98 -3.97 -1.96 0.13
H 5.96 -6.10 -2.80 0.08
H 4.25 -5.73 -2.95 0.07
H 4.81 -6.68 -1.56 0.07
H 3.42 -4.49 -0.82 0.03
C -4.05 -0.52 -6.49 -0.04
C -2.79 -1.41 -6.26 -0.46
C -2.41 -2.19 -7.51 -0.06
O -1.74 -0.49 -5.98 -0.08
H -4.37 -0.07 -5.55 0.06
H -4.91 -1.08 -6.86 0.08
H -3.86 0.26 -7.23 0.08
H -2.93 -2.16 -5.49 0.13
H -3.31 -2.73 -7.81 0.08
H -1.59 -2.90 -7.37 0.08
H -2.17 -1.48 -8.31 0.08
H -1.36 -0.09 -6.77 0.09
C 1.48 -0.34 5.73 -0.04
C 1.22 0.20 7.15 -0.44
C 1.58 1.66 7.21 -0.05
O -0.17 0.03 7.51 -0.05
H 1.08 -1.35 5.67 0.07
H 2.52 -0.32 5.43 0.08
H 0.88 0.10 4.94 0.07
H 1.89 -0.32 7.83 0.14
H 2.66 1.68 7.07 0.07
H 1.32 2.07 8.18 0.08
H 1.09 2.25 6.45 0.07
H -0.19 -0.09 8.46 0.10
C 5.08 3.17 -7.28 -0.05
C 5.09 2.14 -6.13 -0.49
C 3.66 1.77 -5.64 -0.05
O 5.67 0.95 -6.57 -0.04
H 4.91 2.72 -8.26 0.08
H 6.12 3.47 -7.44 0.07
H 4.59 4.11 -7.04 0.08
H 5.70 2.56 -5.33 0.11
H 3.72 1.14 -4.76 0.06
H 3.04 1.31 -6.41 0.09
H 3.20 2.69 -5.26 0.05
H 5.48 0.29 -5.91 0.09
C 0.98 4.21 2.85 -0.03
C -0.50 3.87 3.00 -0.46
C -0.91 4.12 4.47 -0.04
O -1.32 4.75 2.26 -0.07
H 1.23 5.22 3.17 0.09
H 1.21 4.20 1.78 0.08
H 1.63 3.52 3.39 0.06
H -0.72 2.86 2.63 0.12
H -0.59 5.07 4.88 0.09
H -0.58 3.28 5.09 0.06
H -2.00 4.21 4.47 0.08
H -1.13 5.64 2.57 0.09
C -7.12 0.38 2.11 -0.16
O -7.52 -0.21 3.32 -0.11
H -6.95 1.45 2.22 0.06
H -6.27 -0.18 1.71 0.07
H -7.86 0.18 1.33 0.07
H -6.68 -0.45 3.71 0.02
C -3.24 -0.64 -2.58 -0.09
O -4.32 -0.93 -1.66 -0.14
H -2.34 -0.29 -2.08 0.07
H -3.10 -1.62 -3.03 0.08
H -3.55 0.09 -3.33 0.06
H -3.93 -1.30 -0.87 0.02
C -5.45 -2.45 4.50 -0.18
O -4.98 -1.15 4.50 -0.10
H -5.24 -2.95 3.56 0.06
H -5.14 -3.01 5.38 0.09
H -6.53 -2.54 4.58 0.08
H -4.02 -1.12 4.63 0.05
C -3.73 -1.94 1.33 -0.12
O -3.09 -2.49 0.18 -0.16
H -3.82 -0.85 1.36 0.08
H -4.70 -2.44 1.38 0.09
H -3.15 -2.27 2.19 0.08
H -2.97 -3.42 0.36 0.03
C 4.26 -0.38 -1.74 -0.13
O 4.58 -1.52 -2.50 -0.14
H 3.87 0.36 -2.44 0.07
H 3.47 -0.65 -1.05 0.07
H 5.17 -0.11 -1.19 0.06
H 4.54 -2.29 -1.93 0.01
C -2.10 0.72 4.78 -0.13
O -2.07 -0.50 5.55 -0.13
H -2.39 1.57 5.40 0.08
H -1.20 0.95 4.22 0.06
H -2.90 0.62 4.04 0.06
H -1.38 -0.51 6.21 0.02
C -4.16 2.89 1.20 -0.12
O -3.36 2.67 2.33 -0.14
H -4.72 2.00 0.91 0.08
H -4.75 3.80 1.25 0.09
H -3.44 3.02 0.39 0.06
H -2.58 3.21 2.24 0.03
C -5.94 3.45 4.51 -0.14
O -4.81 2.59 4.68 -0.15
H -6.60 3.57 5.37 0.08
H -5.43 4.39 4.36 0.07
H -6.46 3.27 3.57 0.06
H -4.21 2.64 3.94 0.00
C 1.05 -5.36 0.13 -0.16
O 2.31 -5.69 -0.25 -0.11
H 1.06 -5.24 1.21 0.07
H 0.65 -4.49 -0.39 0.09
H 0.35 -6.19 -0.01 0.09
H 2.60 -6.43 0.30 0.11
C -7.53 0.43 -2.13 -0.18
O -6.37 0.81 -1.45 -0.13
H -7.61 -0.65 -2.28 0.08
H -8.44 0.74 -1.62 0.07
H -7.62 0.90 -3.11 0.07
H -5.60 0.38 -1.83 0.02

119
Properties=species:S:1:pos:R:3:lowdin_charge:R:1 method="wB97M-V/def2-TZVPD" de_lowest_ev=3.2998 homo_energy_ha=-0.111 orbital_gap_ev=6.690 charge=-2 molar_mass_g_mol=1424.55
La -0.99 0.02 2.00 1.76
C -4.41 -3.69 1.00 -0.05
C -3.06 -3.80 0.36 -0.21
C -2.95 -4.55 -0.90 -0.04
C -1.82 -4.74 -1.57 -0.05
C -0.52 -4.14 -1.14 -0.16
C -0.73 -3.12 -0.02 -0.19
C 0.56 -2.45 0.58 -0.20
C -1.96 -3.20 0.85 -0.17
N -1.87 -2.46 2.04 -0.02
C -2.23 -3.05 3.19 -0.49
O -2.78 -4.13 3.40 0.01
C -1.65 -2.33 4.41 -0.17
C -1.77 -2.88 5.68 -0.01
C -0.97 -2.38 6.70 -0.05
C -0.06 -1.37 6.42 0.00
C -0.03 -0.84 5.14 -0.17
N -0.82 -1.31 4.17 0.03
C 0.95 0.27 4.80 -0.50
O 1.73 0.61 5.70 0.01
N 0.86 0.76 3.55 -0.04
C 1.66 1.92 3.33 -0.22
C 1.42 3.10 4.05 -0.20
C 0.31 3.20 5.05 -0.03
C 2.24 4.19 3.82 -0.07
C 3.27 4.15 2.89 -0.11
C 3.48 2.98 2.17 -0.06
C 2.69 1.86 2.39 -0.23
C 2.95 0.59 1.64 -0.05
H -5.19 -3.98 0.30 0.07
H -4.60 -2.66 1.31 0.08
H -4.48 -4.31 1.90 0.06
H -3.87 -4.99 -1.27 0.10
H -1.81 -5.35 -2.47 0.10
H 0.24 -4.91 -0.98 0.14
H 2.58 -2.04 0.58 0.14
H 0.52 -2.34 1.67 0.10
H 0.99 -0.76 -0.66 0.09
H -2.46 -3.70 5.82 0.11
H -1.04 -2.80 7.69 0.10
H 0.63 -0.97 7.15 0.11
H -0.58 2.67 4.70 0.07
H 0.05 4.24 5.22 0.07
H 0.61 2.75 6.00 0.08
H 2.06 5.11 4.37 0.11
H 3.89 5.02 2.71 0.09
H 4.28 2.93 1.44 0.10
H 3.90 0.64 1.11 0.08
H 2.17 0.41 0.89 0.03
H 2.96 -0.27 2.31 0.08
C 3.23 -5.96 2.91 -0.08
C 3.13 -6.28 1.56 -0.08
C 2.72 -5.30 0.68 -0.02
C 2.42 -4.03 1.16 -0.23
N 2.50 -3.73 2.45 0.13
C 2.88 -4.68 3.30 -0.14
C 1.98 -2.91 0.25 -0.20
C 2.31 -3.07 -1.21 -0.07
C 1.45 -2.97 -2.22 -0.04
C -0.03 -2.96 -2.06 -0.16
C -0.68 -1.96 -1.04 -0.24
N 0.22 -1.20 -0.16 -0.04
H 3.56 -6.69 3.64 0.09
H 3.38 -7.27 1.21 0.10
H 2.61 -5.51 -0.38 0.11
H 2.92 -4.39 4.34 0.10
H 3.37 -3.17 -1.43 0.11
H 1.84 -2.99 -3.23 0.11
H -0.52 -2.93 -3.04 0.12
H -1.56 -1.44 -1.39 0.09
O -3.67 3.25 2.54 0.06
C -2.52 2.87 2.47 -0.64
O -2.10 1.69 2.86 -0.35
C -1.45 3.86 2.02 -0.14
C -1.56 5.12 2.61 -0.03
C -0.65 6.13 2.35 -0.09
C 0.40 5.89 1.47 -0.09
C 0.51 4.66 0.86 -0.12
C -0.40 3.64 1.12 -0.47
S -0.06 2.15 0.19 0.44
H -2.39 5.28 3.28 0.12
H -0.75 7.09 2.83 0.09
H 1.11 6.67 1.24 0.10
H 1.31 4.47 0.15 0.09
F -0.51 -1.81 -5.24 0.04
C 0.29 -0.92 -5.89 -0.25
C 0.51 0.33 -5.36 -0.15
C 1.32 1.14 -6.14 -0.23
F 1.61 2.40 -5.78 0.08
C 1.87 0.74 -7.35 -0.15
F 2.64 1.57 -8.08 0.09
C 1.62 -0.54 -7.83 -0.15
F 2.15 -0.94 -9.00 0.09
C 0.82 -1.38 -7.09 -0.15
F 0.57 -2.63 -7.54 0.09
Ge -0.33 0.58 -3.39 1.10
S -1.85 1.31 -0.35 0.10
C 0.28 2.55 -3.15 -0.22
C 1.63 2.76 -2.95 -0.28
F 2.50 1.73 -3.09 0.05
C 2.18 3.98 -2.62 -0.15
F 3.51 4.13 -2.45 0.09
C 1.35 5.08 -2.45 -0.16
F 1.86 6.28 -2.13 0.10
C -0.01 4.91 -2.62 -0.15
F -0.82 5.97 -2.46 0.10
C -0.52 3.66 -2.95 -0.25
F -1.86 3.60 -3.06 0.08
C -2.16 0.99 -4.27 -0.17
C -2.38 1.90 -5.29 -0.24
F -1.36 2.59 -5.83 0.09
C -3.63 2.17 -5.82 -0.14
F -3.79 3.05 -6.82 0.09
C -4.73 1.52 -5.30 -0.14
F -5.96 1.77 -5.79 0.10
C -4.56 0.59 -4.29 -0.14
F -5.63 -0.06 -3.80 0.10
C -3.29 0.34 -3.81 -0.24
F -3.19 -0.61 -2.86 0.05

107
Properties=species:S:1:pos:R:3:lowdin_charge:R:1 method="wB97M-V/def2-TZVPD" homo_energy_ha=-0.451 orbital_gap_ev=5.628 charge=+2 molar_mass_g_mol=1557.51
Ta 1.02 0.18 -0.03 2.05
I 6.81 -3.54 6.99 0.94
C 5.70 -2.63 5.49 -0.74
C 4.43 -3.11 5.19 -0.13
C 3.69 -2.50 4.19 -0.02
C 4.21 -1.41 3.49 -0.23
C 5.48 -0.94 3.80 -0.02
C 6.22 -1.55 4.80 -0.13
C 3.40 -0.76 2.42 -0.06
C 2.33 0.03 2.80 -0.20
C 2.01 0.37 4.15 0.05
C 0.99 1.27 4.11 0.05
C 0.68 1.51 2.75 -0.20
C -0.17 2.50 2.30 -0.07
C -0.97 3.25 3.31 -0.23
C -0.55 4.49 3.79 -0.02
C -1.30 5.17 4.73 -0.13
C -2.48 4.62 5.20 -0.74
I -3.60 5.63 6.62 0.94
C -2.91 3.38 4.73 -0.13
C -2.16 2.71 3.79 -0.02
C -0.29 2.85 0.97 -0.22
N 0.31 2.20 -0.11 -0.03
C -0.21 2.84 -1.23 -0.21
C -0.04 2.45 -2.55 -0.07
C -0.71 3.24 -3.62 -0.24
C -1.95 2.85 -4.10 -0.03
C -2.58 3.58 -5.10 -0.13
C -1.96 4.71 -5.61 -0.74
I -2.90 5.82 -7.10 0.94
C -0.72 5.11 -5.14 -0.13
C -0.09 4.37 -4.14 -0.02
C 0.74 1.37 -2.92 -0.20
C 1.01 0.98 -4.26 0.05
C 1.91 -0.03 -4.22 0.05
C 2.22 -0.28 -2.85 -0.20
N 1.45 0.55 -2.04 -0.04
C 3.25 -1.09 -2.41 -0.06
C 3.65 -1.15 -1.09 -0.20
C 4.75 -1.94 -0.65 0.06
C 4.81 -1.83 0.70 0.06
C 3.73 -0.98 1.10 -0.19
N 3.05 -0.51 -0.01 -0.03
C 3.99 -1.89 -3.43 -0.23
C 3.48 -3.10 -3.89 -0.02
C 4.16 -3.83 -4.84 -0.13
C 5.37 -3.36 -5.35 -0.74
I 6.39 -4.46 -6.78 0.94
C 5.89 -2.15 -4.90 -0.13
C 5.20 -1.42 -3.94 -0.02
C -1.05 3.93 -0.84 0.05
C -1.11 3.93 0.51 0.04
N 1.48 0.71 1.93 -0.03
H 4.03 -3.96 5.72 0.10
H 2.70 -2.88 3.95 0.13
H 5.89 -0.10 3.26 0.13
H 7.21 -1.18 5.04 0.10
H 2.54 0.00 5.01 0.14
H 0.52 1.77 4.94 0.14
H 0.38 4.92 3.42 0.13
H -0.96 6.13 5.10 0.10
H -3.83 2.95 5.10 0.10
H -2.49 1.74 3.42 0.12
H -2.43 1.96 -3.70 0.12
H -3.54 3.27 -5.47 0.10
H -0.23 5.99 -5.54 0.10
H 0.88 4.68 -3.77 0.13
H 0.59 1.47 -5.12 0.14
H 2.38 -0.54 -5.05 0.14
H 5.39 -2.51 -1.30 0.13
H 5.50 -2.30 1.38 0.13
H 2.54 -3.47 -3.49 0.13
H 3.76 -4.77 -5.19 0.10
H 6.82 -1.78 -5.29 0.10
H 5.61 -0.48 -3.59 0.13
H -1.53 4.60 -1.53 0.13
H -1.66 4.60 1.15 0.13
C -5.17 -4.38 -1.06 -0.01
C -4.89 -3.95 0.37 -0.28
C -6.12 -3.47 1.13 -0.12
C -6.71 -2.23 0.48 -0.11
C -5.65 -1.17 0.30 -0.11
C -5.98 0.15 0.19 0.09
C -4.99 1.13 0.05 -0.24
F -5.38 2.40 -0.05 0.11
C -3.66 0.84 0.03 0.09
C -3.29 -0.51 0.13 -0.04
C -1.91 -0.89 0.13 -0.21
O -1.02 0.07 0.03 -0.16
C -1.57 -2.23 0.25 -0.02
C -2.60 -3.17 0.36 0.08
N -3.87 -2.84 0.36 0.05
C -4.27 -1.51 0.26 -0.04
C -0.18 -2.71 0.25 -0.48
O 0.14 -3.84 0.48 0.17
O 0.75 -1.75 0.04 -0.17
H -5.92 -5.17 -1.06 0.10
H -4.27 -4.77 -1.54 0.09
H -5.54 -3.56 -1.67 0.09
H -4.41 -4.75 0.92 0.15
H -5.85 -3.26 2.16 0.13
H -6.85 -4.28 1.14 0.13
H -7.51 -1.82 1.09 0.13
H -7.15 -2.47 -0.49 0.13
H -7.02 0.46 0.23 0.15
H -2.91 1.61 -0.06 0.12
H -2.35 -4.22 0.44 0.17